[1]
DFT (ωB97M-V/def2-TZVPD) results for a cluster of 3 separate species, C6H15NO in total at a distorted geometry.

Results
ΔE to the lowest compared entry with this formula, charge and spin   1073.85 kJ/mol
Total charge   0
Multiplicity   1

Last columns: bonded neighbours and bond lengths (Å).
Geometry (Å):
1 O 0.44 -0.99 -2.23  H19 0.969, H21 1.007
2 N -1.31 -0.04 0.06  C3 1.424, C5 1.460, H15 1.052
3 C -0.59 -1.20 0.47  N2 1.424, C6 1.533, H20 1.115, H23 1.087
4 C 1.02 2.05 -0.57  C7 1.335, H9 1.184, H22 1.119
5 C -1.97 0.06 -1.24  N2 1.460, H14 1.134, H16 1.110
6 C 0.66 -0.87 1.29  C3 1.533, C8 1.540, H13 1.090, H17 1.092
7 C 1.33 1.53 0.62  C4 1.335, C8 1.563, H18 1.139
8 C 1.74 0.02 0.66  C6 1.540, C7 1.563, H10 1.092, H12 1.147
9 H 0.28 1.52 -1.32  C4 1.184
10 H 2.15 -0.13 -0.34  C8 1.092
11 H -1.69 -0.23 2.64  no bonds
12 H 2.73 -0.04 1.23  C8 1.147
13 H 0.22 -0.34 2.13  C6 1.090
14 H -2.05 1.19 -1.38  C5 1.134
15 H -2.04 0.15 0.80  N2 1.052
16 H -2.94 -0.47 -1.12  C5 1.110
17 H 1.05 -1.85 1.59  C6 1.092
18 H 1.68 2.16 1.50  C7 1.139
19 H 0.31 -1.43 -3.08  O1 0.969
20 H -1.17 -1.67 1.29  C3 1.115
21 H -0.47 -0.70 -1.91  O1 1.007
22 H 0.98 3.16 -0.74  C4 1.119
23 H -0.37 -1.89 -0.35  C3 1.087

Atomic charges from the Löwdin analysis, expressed in e, are listed below: -0.083 -0.198 -0.328 -0.047 0.043 -0.216 -0.190 -0.207 0.073 0.086 0.196 0.119 0.044 0.097 0.051 0.080 0.110 0.109 0.052 0.075 -0.020 0.050 0.104

[2]
DFT (ωB97M-V/def2-TZVPD) results for a cluster of 2 separate species, C6H15NO in total at a distorted geometry.

Results
SMILES string   CCC(N)=O.CCC
ΔE to the lowest compared entry with this formula, charge and spin   51.89 kJ/mol
Total charge   0
Multiplicity   1

Last columns: bonded neighbours and bond lengths (Å).
Geometry (Å):
1 O -1.14 1.59 0.34  C3 1.212
2 N 0.91 2.30 0.99  C3 1.363, H17 1.007, H19 1.004
3 C -0.19 1.50 1.09  O1 1.212, N2 1.363, C7 1.519
4 C -0.31 -0.63 -1.60  C5 1.547, C8 1.517, H16 1.084, H21 1.091
5 C 0.22 -2.06 -1.87  C4 1.547, H12 1.094, H13 1.096, H15 1.090
6 C 1.06 -0.17 2.63  C7 1.532, H14 1.086, H18 1.089, H20 1.088
7 C -0.22 0.61 2.32  C3 1.519, C6 1.532, H10 1.089, H22 1.091
8 C -1.38 -0.18 -2.58  C4 1.517, H9 1.090, H11 1.089, H23 1.093
9 H -2.36 -0.53 -2.28  C8 1.090
10 H -0.52 1.20 3.18  C7 1.089
11 H -1.45 0.91 -2.64  C8 1.089
12 H -0.31 -2.76 -1.22  C5 1.094
13 H -0.04 -2.37 -2.88  C5 1.096
14 H 1.44 -0.72 1.78  C6 1.086
15 H 1.30 -2.20 -1.79  C5 1.090
16 H -0.71 -0.62 -0.59  C4 1.084
17 H 0.90 3.06 0.33  N2 1.007
18 H 1.83 0.51 3.01  C6 1.089
19 H 1.79 2.11 1.43  N2 1.004
20 H 0.87 -0.88 3.43  C6 1.088
21 H 0.58 0.00 -1.65  C4 1.091
22 H -1.04 -0.10 2.15  C7 1.091
23 H -1.23 -0.58 -3.58  C8 1.093

Atomic charges from the Löwdin analysis, expressed in e, are listed below: 0.043 0.166 -0.566 -0.320 -0.119 -0.101 -0.167 -0.121 0.073 0.117 0.066 0.064 0.059 0.074 0.060 0.071 0.108 0.063 0.088 0.071 0.095 0.111 0.064

> multiplicity of number 1 (C6H15NO)?

1